[1]
A single C3H8S molecule in a non-equilibrium geometry, computed with wB97M-V/def2-TZVPD.

## Properties
- Kohn-Sham gap: 8.88 eV
- Structure (SMILES): CCSC
- Multiplicity: 1
- Lowest unoccupied orbital energy: 0.0220 hartree
- Electronic energy: -14074.257 eV
- Total charge: 0
- E_HOMO: -8.284 eV

Last column: natural (NBO) charge in e.
Geometry (Å):
C1 0.703 -1.821 -0.744  -0.624
C2 1.272 -0.497 -0.248  -0.449
S1 0.007 0.617 0.506  0.002
C3 -1.714 1.281 0.340  -0.668
H1 -0.010 -1.666 -1.557  0.206
H2 1.442 -2.530 -1.096  0.209
H3 0.177 -2.340 0.062  0.212
H4 2.062 -0.696 0.472  0.235
H5 1.751 0.049 -1.062  0.207
H6 -1.669 2.357 0.416  0.227
H7 -2.283 0.893 1.172  0.224
H8 -2.184 1.140 -0.644  0.219

[2]
5 unconnected molecules or ions with the total composition C19H30F4NO9P2 in a non-equilibrium geometry, computed with wB97M-V/def2-TZVPD.

## Properties
- Kohn-Sham gap: 7.01 eV
- Multiplicity: 1
- Lowest unoccupied orbital energy: 0.0868 hartree
- Electronic energy: -69556.844 eV
- Total charge: -1
- E_HOMO: -4.651 eV

Last column: natural (NBO) charge in e.
Geometry (Å):
N1 1.787 -4.602 -1.042  -1.359
P1 1.526 -3.296 -1.872  1.362
C1 0.977 -1.771 -1.172  -1.186
P2 2.270 -0.867 -0.395  1.560
O1 2.044 0.592 -0.112  -1.168
C2 -0.203 -1.879 -0.302  0.622
F1 -0.099 -2.726 0.801  -0.368
F2 -0.452 -0.647 0.308  -0.379
C3 -1.557 -2.246 -0.956  0.517
F3 -1.588 -1.880 -2.269  -0.347
F4 -1.781 -3.587 -0.924  -0.337
H1 2.748 -4.921 -1.057  0.366
H2 2.625 -2.841 -2.635  -0.086
H3 0.564 -3.515 -2.884  -0.102
H4 3.361 -1.064 -1.264  -0.094
H5 2.673 -1.503 0.803  -0.125
H6 -2.377 -1.730 -0.447  0.143
O2 3.614 1.313 -2.786  -0.560
C4 3.723 2.360 -2.223  0.803
O3 4.921 3.016 -2.123  -0.509
C5 4.778 4.169 -1.283  -0.068
C6 3.294 4.522 -1.317  -0.430
C7 2.659 3.147 -1.491  -0.552
H7 5.108 3.903 -0.276  0.175
H8 5.428 4.950 -1.673  0.182
H9 2.971 5.057 -0.425  0.216
H10 3.086 5.150 -2.186  0.196
H11 2.480 2.617 -0.554  0.301
H12 1.734 3.135 -2.062  0.237
O4 2.861 -3.501 2.693  -0.542
C8 2.594 -2.625 3.457  0.789
O5 3.497 -2.159 4.373  -0.507
C9 2.877 -1.188 5.227  -0.067
C10 1.684 -0.654 4.440  -0.435
C11 1.285 -1.873 3.614  -0.541
H13 2.569 -1.689 6.150  0.164
H14 3.620 -0.431 5.467  0.190
H15 0.896 -0.261 5.079  0.218
H16 2.010 0.148 3.775  0.223
H17 0.585 -2.527 4.140  0.229
H18 0.874 -1.635 2.638  0.273
O6 -0.163 4.375 3.641  -0.589
C12 -0.661 3.479 3.016  0.795
O7 -0.619 2.197 3.431  -0.495
C13 -1.217 1.329 2.437  -0.083
C14 -2.146 2.229 1.634  -0.428
C15 -1.402 3.559 1.693  -0.530
H19 -0.422 0.919 1.817  0.225
H20 -1.721 0.522 2.963  0.192
H21 -2.313 1.849 0.628  0.236
H22 -3.112 2.320 2.133  0.201
H23 -0.657 3.649 0.899  0.243
H24 -2.041 4.438 1.680  0.231
O8 -5.102 -0.637 -1.127  -0.566
C16 -5.330 -1.042 -2.229  0.793
O9 -6.584 -1.414 -2.609  -0.499
C17 -6.562 -1.951 -3.940  -0.070
C18 -5.307 -1.373 -4.586  -0.428
C19 -4.375 -1.245 -3.386  -0.536
H25 -6.522 -3.041 -3.870  0.176
H26 -7.488 -1.662 -4.432  0.190
H27 -4.919 -1.999 -5.387  0.222
H28 -5.524 -0.387 -4.999  0.205
H29 -3.807 -2.157 -3.200  0.259
H30 -3.674 -0.417 -3.444  0.253

[3]
A gas-phase ion, C2H2F2N2O4P (charge +1) in a non-equilibrium geometry, computed with wB97M-V/def2-TZVPD.

## Properties
- Kohn-Sham gap: 10.64 eV
- Structure (SMILES): O=NO[PH2]=[N+](C(=O)F)C(=O)F
- Multiplicity: 1
- Lowest unoccupied orbital energy: -0.2233 hartree
- Electronic energy: -27990.397 eV
- Total charge: +1
- E_HOMO: -16.717 eV

Last column: natural (NBO) charge in e.
Geometry (Å):
O1 3.411 -0.090 1.075  -0.001
N1 2.350 0.210 1.113  0.531
O2 1.898 0.765 -0.367  -0.847
P1 0.391 0.909 -0.575  1.647
N2 -0.468 -0.260 0.302  -0.837
C1 -0.380 -1.499 -0.367  0.980
O3 0.495 -1.725 -1.122  -0.507
F1 -1.356 -2.313 -0.032  -0.262
C2 -1.809 0.240 0.519  0.979
O4 -2.333 0.923 -0.286  -0.481
F2 -2.299 -0.093 1.680  -0.245
H1 0.106 0.828 -1.926  0.042
H2 -0.007 2.105 -0.015  0.002

[4]
A molecular structure, C4H3Li2O2Rb in a non-equilibrium geometry, computed with wB97M-V/def2-TZVPD.

## Properties
- Kohn-Sham gap (spin up / spin down): 2.56 / 2.57 eV
- Multiplicity: 1
- Lowest unoccupied orbital energy (spin up / spin down): -0.0477 / -0.0483 hartree
- Electronic energy: -9350.980 eV
- Total charge: 0
- E_HOMO (spin up / spin down): -3.857 / -3.886 eV

Last column: natural (NBO) charge in e.
Geometry (Å):
C1 -0.936 0.548 -0.817  -0.026
O1 -2.196 0.844 -0.785  -0.867
Li1 1.339 0.106 2.159  0.863
Rb1 -5.240 -0.243 0.604  0.832
H1 -0.004 0.550 -1.638  0.144
C2 -0.324 -0.583 -0.309  -0.418
C3 1.009 -1.216 -0.212  -0.458
C4 2.052 -0.406 0.070  -0.070
O2 1.806 0.763 0.630  -1.140
Li2 0.482 1.842 0.356  0.823
H2 -1.034 -1.350 0.046  0.164
H3 3.046 -0.855 -0.104  0.154

[5]
A gas-phase ion, C5H5N2OS (charge -1) in a non-equilibrium geometry, computed with wB97M-V/def2-TZVPD.

## Properties
- Kohn-Sham gap: 7.02 eV
- Multiplicity: 1
- Lowest unoccupied orbital energy: 0.1305 hartree
- Electronic energy: -21127.302 eV
- Total charge: -1
- E_HOMO: -3.474 eV

Last column: natural (NBO) charge in e.
Geometry (Å):
C1 0.408 0.922 0.011  -0.200
C2 -0.611 1.870 -0.146  -0.259
C3 0.357 -0.454 0.019  -0.114
C4 -0.935 -1.242 0.008  0.267
C5 1.611 -1.192 0.123  -0.651
N1 -2.968 1.925 -0.076  -0.078
N2 -1.840 1.646 -0.094  0.108
O1 -1.986 -0.557 0.098  -0.678
S1 -0.854 -2.850 -0.369  -0.412
H1 1.495 1.256 0.100  0.190
H2 -0.307 2.893 -0.322  0.202
H3 2.240 -0.903 -0.607  0.192
H4 1.308 -2.223 0.027  0.259
H5 2.083 -1.092 1.228  0.172

[6]
A molecular structure, C9H12BCl24N4O in a non-equilibrium geometry, computed with wB97M-V/def2-TZVPD.

## Properties
- Kohn-Sham gap: 8.62 eV
- Multiplicity: 1
- Lowest unoccupied orbital energy: -0.1527 hartree
- Electronic energy: -318743.639 eV
- Total charge: +1
- E_HOMO: -12.773 eV

Last column: natural (NBO) charge in e.
Geometry (Å):
C1 2.877 0.959 2.487  -0.415
N1 2.152 1.094 1.197  -0.680
C2 1.619 -0.191 0.697  -0.441
B1 1.175 2.169 1.196  1.146
O1 1.672 3.479 1.356  -0.837
N2 -0.317 2.039 0.987  -0.732
C3 -1.158 1.410 1.745  0.766
N3 -2.560 1.667 1.516  -0.846
N4 -0.834 0.517 2.801  -0.877
H1 2.643 1.836 3.132  0.210
H2 2.569 0.048 3.047  0.196
H3 3.976 0.983 2.291  0.228
H4 0.880 -0.088 -0.129  0.218
H5 2.485 -0.753 0.260  0.231
H6 1.245 -0.838 1.535  0.166
H7 0.926 4.092 1.405  0.493
H8 -0.727 2.551 0.195  0.464
H9 -2.937 0.768 1.187  0.405
H10 -2.996 1.818 2.431  0.411
H11 -0.656 -0.429 2.452  0.435
H12 -0.082 0.866 3.393  0.412
C4 1.425 -1.774 -2.833  -0.220
Cl1 -0.089 -1.362 -1.996  0.025
Cl2 2.387 -0.303 -3.068  0.056
Cl3 2.339 -2.928 -1.848  0.064
Cl4 1.050 -2.496 -4.404  0.084
C5 0.502 5.275 -1.755  -0.228
Cl5 -1.049 4.462 -2.054  0.038
Cl6 0.409 6.169 -0.222  0.040
Cl7 1.788 4.060 -1.653  0.059
Cl8 0.846 6.399 -3.076  0.093
C6 -1.292 -2.588 5.276  -0.218
Cl9 -1.871 -1.035 5.906  0.059
Cl10 -0.501 -3.496 6.571  0.091
Cl11 -2.658 -3.518 4.642  0.078
Cl12 -0.123 -2.297 3.966  0.024
C7 0.830 -5.673 1.117  -0.221
Cl13 -0.561 -6.029 0.079  0.059
Cl14 0.439 -4.300 2.177  0.019
Cl15 1.216 -7.093 2.102  0.069
Cl16 2.227 -5.250 0.111  0.046
C8 0.119 7.341 -6.921  -0.221
Cl17 0.042 5.613 -7.309  0.056
Cl18 0.377 8.271 -8.405  0.073
Cl19 -1.401 7.844 -6.160  0.057
Cl20 1.463 7.633 -5.800  0.050
C9 -3.975 -7.385 -1.926  -0.220
Cl21 -2.518 -6.392 -2.127  0.048
Cl22 -3.905 -8.765 -3.034  0.070
Cl23 -4.061 -7.969 -0.255  0.058
Cl24 -5.409 -6.408 -2.286  0.059